Here is 10 unconnected molecules or ions with the total composition C24H52N4O28S6 at a distorted geometry from the Open Molecules 2025 dataset. Energies are from the ωB97M-V functional and the def2-TZVPD basis.

XYZ file:
```
114
Properties=species:S:1:pos:R:3
C -6.0585 -0.5545 5.9178
C -5.6306 -1.8950 5.4086
O -6.4122 -2.7168 4.9369
N -4.3571 -2.1920 5.5765
C -3.7597 -3.3534 5.1439
H -6.6432 0.1004 5.2717
H -5.1944 0.0304 6.2330
H -6.6552 -0.6728 6.8223
H -3.6751 -1.4935 5.8356
H -4.0687 -3.4534 4.1034
H -4.1122 -4.2241 5.6969
H -2.6747 -3.4396 5.0848
C 5.7042 -0.6877 5.4351
C 6.0642 -0.0781 4.0816
O 6.1492 1.0679 3.8334
N 6.3929 -0.8362 3.0655
C 6.9465 -0.4128 1.7575
H 4.6319 -0.6295 5.6217
H 6.1463 0.0458 6.1093
H 6.1193 -1.6468 5.7450
H 6.3750 -1.8460 3.0685
H 7.9027 0.0778 1.9395
H 6.1602 0.0395 1.1531
H 7.0450 -1.3914 1.2876
C -4.7659 -4.0341 -0.6516
C -5.4772 -3.0314 0.1264
O -6.2156 -3.3189 1.1195
N -5.0980 -1.8135 -0.1320
C -5.3955 -0.6003 0.6117
H -5.3286 -4.2142 -1.5676
H -4.5948 -5.0080 -0.1929
H -3.7648 -3.8069 -1.0180
H -4.4515 -1.6638 -0.8934
H -4.5243 -0.1255 1.0629
H -6.0806 -0.7376 1.4483
H -5.9010 0.0962 -0.0572
C -2.3135 5.7901 -2.4316
C -3.7890 5.4729 -2.4193
O -4.5700 6.1679 -1.7500
N -4.3727 4.4582 -3.0222
C -3.5464 3.4013 -3.6788
H -1.6286 5.0369 -2.8211
H -1.7754 6.0297 -1.5145
H -2.0053 6.6049 -3.0867
H -5.3753 4.5682 -3.0744
H -3.6977 2.4495 -3.1697
H -2.4566 3.3789 -3.6698
H -3.9002 3.2330 -4.6960
C 4.9002 -8.0925 -0.5864
C 4.5418 -8.9739 0.6174
O 4.7854 -8.0243 1.6728
S 4.1037 -6.5419 1.3627
O 4.9852 -5.4587 1.8216
O 2.6644 -6.4936 1.6968
O 4.4386 -6.8346 -0.2290
H 4.3121 -8.4969 -1.4102
H 5.9238 -7.7986 -0.8186
H 5.2763 -9.7770 0.5578
H 3.5294 -9.3769 0.6459
C -2.1184 6.0490 3.6715
C -3.2621 6.8472 3.0781
O -3.3415 7.9856 3.9768
S -3.1828 7.4657 5.5333
O -4.5453 7.0402 5.9795
O -2.5057 8.4908 6.3696
O -2.3514 6.1238 5.0783
H -1.2072 6.5817 3.3995
H -2.0220 5.0121 3.3495
H -4.1413 6.2144 3.1990
H -2.9138 7.1558 2.0924
C 5.3121 -0.7200 -5.9178
C 5.6683 -0.2177 -4.5250
O 5.4478 -1.3268 -3.6749
S 3.9832 -2.0527 -4.0982
O 2.7695 -1.4003 -3.5616
O 4.0423 -3.5099 -3.8107
O 4.1628 -1.6884 -5.7406
H 6.1641 -1.3017 -6.2695
H 5.0830 0.0509 -6.6536
H 5.0848 0.6402 -4.1908
H 6.6954 0.1406 -4.4552
C -3.2429 -3.7249 -6.5839
C -3.2324 -3.5219 -5.0753
O -4.2920 -2.6384 -4.7142
S -5.1585 -2.1779 -5.9616
O -4.7612 -0.8686 -6.5179
O -6.5888 -2.3890 -5.6590
O -4.6075 -3.4616 -6.8618
H -3.1402 -4.7559 -6.9225
H -2.5505 -3.0976 -7.1454
H -2.3498 -2.9636 -4.7633
H -3.2574 -4.4968 -4.5885
C 0.0643 -1.5126 1.8400
C 1.5135 -1.0765 1.3689
O 1.3496 -0.0566 0.3346
S -0.1969 0.4131 0.1804
O -0.7644 -0.3627 -0.9541
O -0.5296 1.7936 0.3568
O -0.7385 -0.3782 1.5662
H 0.0623 -1.8001 2.8914
H -0.2870 -2.4159 1.3412
H 2.0833 -1.9816 1.1586
H 2.0178 -0.4677 2.1193
C 5.8137 5.9980 -1.8689
C 4.6870 6.6230 -2.6542
O 3.5176 6.7190 -1.9134
S 3.5488 5.5097 -0.6728
O 3.2819 4.1664 -1.2895
O 2.7182 5.9893 0.4200
O 5.2065 5.8365 -0.5504
H 6.7544 6.5471 -1.8282
H 6.1085 5.0160 -2.2388
H 4.4916 6.0345 -3.5507
H 4.8289 7.6188 -3.0741
```

## Properties
spin multiplicity = 1
SMILES string = O=S1(=O)OCCO1.O=S1(=O)OCCO1.O=S1(=O)OCCO1.O=S1(=O)OCCO1.O=S1(=O)OCCO1.O=S1(=O)OCCO1.CNC(C)=O.CNC(C)=O.CNC(C)=O.CNC(C)=O
E_HOMO = -9.04 eV
max |F| = 0.1078 hartree/bohr


Here is 10 unconnected molecules or ions with the total composition C40H70N10 at a distorted geometry from the Open Molecules 2025 dataset. Energies are from the ωB97M-V functional and the def2-TZVPD basis.

XYZ file:
```
120
Properties=species:S:1:pos:R:3
C -0.9537 2.1309 6.3532
C -1.6664 1.9839 7.7632
C -3.0810 2.6360 7.7773
C -3.5976 3.0427 9.1150
N -3.8557 3.2794 10.1826
H -1.3693 1.3807 5.6803
H 0.0978 1.8593 6.4459
H -1.1133 3.1404 5.9743
H -0.9174 2.4703 8.3881
H -1.8052 0.9275 7.9931
H -3.8950 2.0348 7.3725
H -3.1276 3.5480 7.1822
C 0.1495 -8.9619 -9.8680
C -0.6115 -9.5784 -8.6787
C -0.0257 -9.4303 -7.2988
C 0.0921 -8.0188 -6.8318
N 0.1886 -6.9419 -6.4612
H 0.3038 -7.8877 -9.7665
H -0.4396 -9.2168 -10.7489
H 1.1147 -9.4643 -9.9328
H -0.9417 -10.5548 -9.0334
H -1.5640 -9.0593 -8.5715
H 1.0026 -9.7814 -7.3850
H -0.5623 -9.9282 -6.4912
C -5.3415 -9.6229 -3.1127
C -4.8072 -8.5802 -2.0676
C -5.2729 -7.1925 -2.1427
C -4.8117 -6.3586 -1.0690
N -4.3896 -5.7044 -0.1729
H -5.9264 -9.1459 -3.8991
H -6.0529 -10.2385 -2.5622
H -4.5322 -10.2883 -3.4136
H -3.7664 -8.5981 -2.3910
H -4.9620 -9.0879 -1.1155
H -6.3555 -7.2264 -2.0205
H -5.0004 -6.6962 -3.0740
C -0.8368 0.5027 -0.9687
C 0.4750 -0.3961 -0.9980
C 1.4060 -0.1459 0.2814
C 1.8030 1.2242 0.5176
N 2.1304 2.3447 0.6636
H -1.4921 0.3105 -0.1191
H -1.4077 0.3494 -1.8844
H -0.4432 1.5110 -1.0977
H 1.1178 -0.1766 -1.8505
H 0.2268 -1.4458 -1.1549
H 2.3548 -0.6688 0.1617
H 0.9262 -0.5027 1.1928
C 6.9531 -6.7243 -0.3641
C 5.9080 -5.5649 -0.4429
C 5.6070 -4.9547 -1.8664
C 6.7701 -4.2504 -2.4740
N 7.6266 -3.6045 -2.8399
H 6.7645 -7.4516 -1.1538
H 6.7805 -7.2594 0.5697
H 7.9482 -6.2799 -0.3432
H 6.2342 -4.7316 0.1794
H 4.9954 -5.9154 0.0392
H 4.7999 -4.2257 -1.7940
H 5.2810 -5.7257 -2.5645
C -2.3264 5.9521 -6.6972
C -3.7571 6.0267 -6.9851
C -4.1197 7.3308 -7.7905
C -3.4832 8.4745 -7.1191
N -2.9716 9.3660 -6.6195
H -2.0436 6.7472 -6.0073
H -1.7106 6.0141 -7.5945
H -2.0370 4.9728 -6.3161
H -4.2846 6.0572 -6.0317
H -4.0513 5.1375 -7.5426
H -5.1985 7.4832 -7.7585
H -3.7694 7.2867 -8.8218
C 0.4199 10.5224 0.8300
C -0.6031 9.5085 0.2614
C -0.7080 8.1397 1.0409
C -0.8113 8.3157 2.5263
N -0.8512 8.4388 3.6793
H 0.4361 11.4388 0.2400
H 1.4321 10.1558 0.6592
H 0.3049 10.6891 1.9010
H -0.5771 9.3751 -0.8201
H -1.5285 10.0250 0.5160
H 0.2347 7.6106 0.9015
H -1.5072 7.4544 0.7585
C 7.1156 7.3181 3.0639
C 7.6123 5.9336 3.4927
C 8.2796 5.0895 2.4094
C 9.6469 5.5034 1.9414
N 10.6845 5.9106 1.5413
H 6.0316 7.3893 3.1529
H 7.3400 7.6547 2.0518
H 7.5170 8.1059 3.7014
H 6.9333 5.2298 3.9740
H 8.3863 6.0801 4.2461
H 7.6966 4.9857 1.4942
H 8.3136 4.0357 2.6856
C -9.3540 -1.1885 0.5316
C -8.7366 -0.5836 -0.7439
C -9.1854 0.8434 -1.0115
C -8.5256 1.9122 -0.1742
N -7.9904 2.7742 0.4367
H -10.3490 -1.5548 0.2792
H -9.2932 -0.4817 1.3592
H -8.7961 -2.0861 0.7985
H -8.8515 -1.1613 -1.6610
H -7.6699 -0.4152 -0.5958
H -10.2410 0.8124 -0.7416
H -9.0415 1.1551 -2.0461
C 4.4996 -0.9628 9.1473
C 4.7517 -2.4292 8.7411
C 5.8820 -2.6255 7.7437
C 5.7302 -1.8970 6.5078
N 5.6420 -1.3025 5.5418
H 4.7019 -0.6221 10.1627
H 3.5605 -0.4981 8.8468
H 5.3272 -0.5180 8.5947
H 3.9323 -2.9095 8.2064
H 5.0612 -2.9657 9.6381
H 5.9586 -3.6437 7.3625
H 6.8087 -2.4994 8.3037
```

## Properties
spin multiplicity = 1
SMILES string = CCCC#N.CCCC#N.CCCC#N.CCCC#N.CCCC#N.CCCC#N.CCCC#N.CCCC#N.CCCC#N.CCCC#N
E_HOMO = -11.06 eV
max |F| = 0.1070 hartree/bohr


Here is a gas-phase ion, C6H7O3 (charge -1) at a distorted geometry from the Open Molecules 2025 dataset. Energies are from the ωB97M-V functional and the def2-TZVPD basis.

XYZ file:
```
16
Properties=species:S:1:pos:R:3
C 1.1539 -0.3412 0.0481
C 3.7319 -0.4079 -0.1435
C -1.0884 1.0728 0.2657
C 0.0868 2.0126 0.7605
C 0.3144 0.6683 0.2078
C 0.6637 -1.5120 -0.7468
O 4.6048 0.2703 0.3125
O 2.4265 -0.1161 0.5872
O 3.7014 -1.3800 -0.8606
H -1.5746 0.5169 1.0170
H -1.6850 1.4004 -0.5149
H 0.3184 2.9096 0.1416
H 0.3450 2.1145 1.8256
H 1.5554 -2.0419 -0.9165
H 0.3415 -1.3442 -1.7187
H 0.0094 -2.1039 -0.1715
```

## Properties
spin multiplicity = 1
SMILES string = CC(OC(=O)[O-])=C1CC1
net charge = -1
E_HOMO = -4.25 eV
max |F| = 0.0537 hartree/bohr


Here is 3 unconnected molecules or ions with the total composition C15H38B2FNO7 from the Open Molecules 2025 dataset. Energies are from the ωB97M-V functional and the def2-TZVPD basis.

XYZ file:
```
64
Properties=species:S:1:pos:R:3
C 3.8350 -1.2508 -3.3448
C 2.6416 -1.8090 -2.5765
C 1.3034 -1.2638 -3.0317
F 1.3353 0.1553 -3.0074
B 0.0163 -1.6951 -2.1987
B -1.5114 -1.1736 -2.7007
N -1.8813 0.2333 -2.5404
O -2.4097 -2.0963 -3.2240
H 3.8322 -0.1612 -3.3427
H 4.7734 -1.5857 -2.9012
H 3.8269 -1.6031 -4.3794
H 2.5919 -2.8914 -2.7439
H 2.7671 -1.6604 -1.5003
H 1.1515 -1.5500 -4.0845
H 0.1709 -2.3978 -1.2416
H -1.6044 0.7907 -3.3446
H -2.8971 0.3100 -2.4896
H -2.6891 -1.8929 -4.1236
C -6.8536 6.2979 -0.6957
O -6.4523 5.1068 -0.0615
C -7.1585 3.9473 -0.4553
C -6.2407 2.7722 -0.7099
O -5.4221 2.8904 -1.8605
C -4.3167 3.7796 -1.8338
C -3.1372 3.2964 -1.0212
O -3.4053 3.2824 0.3681
C -3.0067 2.1087 1.0388
H -7.7414 6.7326 -0.2225
H -6.0316 7.0076 -0.6102
H -7.0672 6.1351 -1.7576
H -7.7540 4.1437 -1.3541
H -7.8494 3.6552 0.3475
H -6.8907 1.9194 -0.9239
H -5.6604 2.5360 0.1839
H -4.6086 4.7894 -1.5401
H -3.9761 3.8197 -2.8724
H -2.2987 3.9796 -1.2144
H -2.8410 2.3032 -1.3694
H -3.1784 1.2176 0.4263
H -3.6019 2.0315 1.9483
H -1.9468 2.1389 1.3143
C 3.2222 -0.8654 4.8058
O 3.3594 -2.1569 4.2624
C 2.4706 -2.4629 3.2074
C 3.1603 -3.1498 2.0500
O 4.0465 -2.3348 1.3038
C 5.2675 -1.9099 1.8819
C 6.3069 -2.9938 2.0617
O 5.9456 -3.9289 3.0569
C 6.1267 -5.2809 2.7096
H 2.4077 -0.8155 5.5373
H 4.1569 -0.6210 5.3091
H 3.0379 -0.1187 4.0258
H 1.9725 -1.5564 2.8449
H 1.6939 -3.1470 3.5761
H 2.3721 -3.4114 1.3385
H 3.6337 -4.0784 2.3760
H 5.1108 -1.3650 2.8151
H 5.6812 -1.2080 1.1529
H 7.2446 -2.5008 2.3531
H 6.4769 -3.4955 1.1020
H 5.8671 -5.4648 1.6615
H 5.4665 -5.8740 3.3415
H 7.1586 -5.6096 2.8776
```

## Properties
spin multiplicity = 1
SMILES string = CC[C@H](F)BB(N)O.COCCOCCOC.COCCOCCOC
E_HOMO = -9.04 eV
max |F| = 0.0179 hartree/bohr


Here is a molecular structure, C36H39As2Br2KN3O3 at a distorted geometry from the Open Molecules 2025 dataset. Energies are from the ωB97M-V functional and the def2-TZVPD basis.

XYZ file:
```
86
Properties=species:S:1:pos:R:3
K 0.7801 0.0491 0.0312
Br -2.1192 6.9207 2.3262
C -1.1267 5.3466 1.9605
C -0.6658 4.5693 3.0099
C 0.0178 3.4101 2.6757
N 0.2604 3.0169 1.4323
C -0.1401 3.8075 0.4328
C -0.8668 4.9805 0.6589
C 0.2603 3.4392 -0.9561
C 0.7745 4.4539 -1.7567
C 1.0068 4.0837 -3.0962
Br 1.3767 5.4846 -4.3522
C 0.9042 2.8126 -3.5297
C 0.7260 1.7542 -2.4948
N 0.0784 2.1803 -1.2984
H -0.8359 4.8442 4.0406
H 0.3789 2.7529 3.4603
H -1.2081 5.5700 -0.1784
H 0.9212 5.4611 -1.4023
H 0.9642 2.5565 -4.5772
H 0.1892 0.8934 -2.9249
C -2.4174 1.5120 4.5965
As -1.9983 0.7341 2.8355
C -3.2927 1.7543 1.7763
C -3.0164 -0.9296 3.0881
C -4.3480 -0.9051 3.4869
C -5.0574 -2.0801 3.6782
C -4.4253 -3.2954 3.4732
C -3.0976 -3.3289 3.0768
C -2.3708 -2.1560 2.8792
As -0.5269 -2.1435 2.1451
C -0.2317 -4.0766 2.0216
C 0.4292 -1.9049 3.8478
H -3.4926 1.5277 4.7758
H -2.0338 2.5310 4.6453
H -1.9372 0.9115 5.3696
H -4.2246 1.9125 2.3202
H -3.4944 1.2133 0.8533
H -2.8508 2.7179 1.5200
H -4.8484 0.0441 3.6447
H -6.0967 -2.0458 3.9801
H -4.9685 -4.2220 3.6149
H -2.6292 -4.2907 2.9114
H -0.4410 -4.5767 2.9687
H 0.8163 -4.2252 1.7607
H -0.8465 -4.5019 1.2282
H 0.0725 -2.6048 4.6037
H 0.3020 -0.8825 4.2067
H 1.4863 -2.0775 3.6456
C 2.9412 -3.5696 -7.4665
C 1.7576 -3.7262 -6.5494
C 0.4958 -3.9022 -7.1017
C -0.6226 -4.0183 -6.2891
C -0.4710 -4.0060 -4.9184
C 0.7915 -3.8494 -4.3413
N 0.8491 -3.8202 -2.9388
C 1.8258 -4.4044 -2.1661
C 2.4342 -5.5953 -2.5906
C 3.3851 -6.2224 -1.8111
C 3.7497 -5.6891 -0.5799
C 3.1421 -4.5221 -0.1516
C 2.1799 -3.8659 -0.9118
C 1.5589 -2.6056 -0.3366
O 2.1232 -2.0675 0.6417
O 0.4909 -2.1870 -0.8700
C 1.9176 -3.6698 -5.1584
C 3.2585 -3.3488 -4.5638
H 2.6368 -3.7056 -8.5036
H 3.7229 -4.2978 -7.2435
H 3.3920 -2.5788 -7.3801
H 0.3898 -3.9324 -8.1792
H -1.6062 -4.1374 -6.7252
H -1.3206 -4.1302 -4.2600
H 0.3682 -3.0638 -2.4440
H 2.1388 -6.0155 -3.5441
H 3.8389 -7.1411 -2.1632
H 4.4924 -6.1796 0.0351
H 3.4058 -4.0698 0.7956
H 3.8165 -4.2439 -4.2798
H 3.1430 -2.7542 -3.6590
H 3.8695 -2.7822 -5.2650
C 2.6850 0.4856 -3.0861
O 2.0289 1.1734 -2.0549
H 2.0342 -0.2797 -3.5334
H 3.5564 -0.0092 -2.6559
H 3.0205 1.1609 -3.8814
```

## Properties
spin multiplicity = 1
net charge = -1
E_HOMO = -4.17 eV
max |F| = 0.0213 hartree/bohr


Here is 3 unconnected molecules or ions with the total composition C25H44BrN3O5S at a distorted geometry from the Open Molecules 2025 dataset. Energies are from the ωB97M-V functional and the def2-TZVPD basis.

XYZ file:
```
79
Properties=species:S:1:pos:R:3
C -0.5563 -1.3193 1.9537
O 0.5145 -0.6017 2.6651
C 0.5578 0.8379 2.2434
C 2.0897 1.2631 1.7240
C 2.5987 -0.0105 0.7805
C 3.7724 0.3937 -0.2938
C 3.5357 -0.1972 -1.8106
C 4.2504 -1.6830 -2.0600
C 4.0418 -2.1780 -3.6336
C 3.0845 -3.5450 -3.7436
C 1.6244 -3.0858 -4.3391
C 1.2271 -3.0827 -5.9637
Br 2.6041 -3.7396 -7.3005
C -0.2640 -2.5557 -6.5080
C -1.3066 -2.0495 -5.3486
C -1.0284 -2.0609 -3.7330
C 0.4498 -2.5867 -3.2582
S 0.8439 -2.6328 -1.4277
C -2.3354 -1.5179 -2.9056
O -2.7053 -1.6852 -1.6207
N -3.0936 -0.7856 -4.0327
C -2.8226 -1.4282 -5.4093
O -3.7477 -1.4107 -6.3725
H -0.3743 -2.4971 2.0142
H -0.5958 -1.0736 0.7957
H -1.6301 -1.1379 2.4291
H -0.2230 1.0038 1.3565
H 0.1924 1.4745 3.1563
H 1.9623 2.2498 1.0893
H 2.7588 1.4173 2.6830
H 1.6174 -0.4105 0.2500
H 3.0271 -0.8244 1.5056
H 4.8376 0.0157 0.0693
H 3.8099 1.5764 -0.3222
H 2.3872 -0.2539 -2.1141
H 4.0733 0.5341 -2.5807
H 5.4082 -1.4971 -1.8370
H 3.8397 -2.5174 -1.3406
H 3.4954 -1.2877 -4.2087
H 5.0619 -2.3363 -4.1984
H 3.0324 -4.0521 -2.6720
H 3.5893 -4.3689 -4.4444
H -0.5773 -2.5253 -7.6350
H 0.1468 -3.6733 -0.7859
H -2.4863 0.0821 -4.1370
C -0.2644 5.7605 -2.6027
C 0.7978 5.8105 -1.5066
C 1.2349 4.4152 -1.0036
O 0.2949 3.7810 -0.1317
C -0.7814 3.1388 -0.7978
N 0.3069 6.6510 -0.4048
H -1.2621 5.5406 -2.2142
H -0.3301 6.7298 -3.1111
H -0.0156 5.0068 -3.3567
H 1.6827 6.2944 -1.9384
H 2.1468 4.5426 -0.4100
H 1.5002 3.7516 -1.8359
H -0.4754 2.6994 -1.7513
H -1.6013 3.8438 -0.9452
H -1.1513 2.3375 -0.1502
H 1.0571 6.7645 0.2783
H -0.3991 6.1078 0.1007
C -2.7744 -2.5140 7.2257
C -3.9880 -2.6120 6.3038
C -3.7826 -1.9244 4.9342
O -3.8654 -0.4970 4.9722
C -2.6782 0.1476 5.4076
N -5.1639 -2.0760 7.0049
H -2.6734 -1.5284 7.6873
H -2.8607 -3.2386 8.0441
H -1.8499 -2.7354 6.6829
H -4.1604 -3.6783 6.1118
H -4.5922 -2.2483 4.2709
H -2.8481 -2.2458 4.4580
H -1.7772 -0.3802 5.0827
H -2.6900 0.2547 6.4936
H -2.6626 1.1550 4.9796
H -5.9897 -2.2357 6.4262
H -5.0718 -1.0560 7.0170
```

## Properties
spin multiplicity = 1
SMILES string = COCCCCCCCCc1c(Br)cc2c(c1S)C(=O)NC2=O.COC[C@@H](C)N.COC[C@@H](C)N
E_HOMO = -9.17 eV
max |F| = 0.1834 hartree/bohr


Calculated HOMO-LUMO gap in order - 8.8 11.2 8.1 9.2 6.4 7.2 eV